{"formula": "C31H62GeN6OS4Si3Sr", "method": "wB97M-V/def2-TZVPD", "mol_weight_da": 907.6, "charge": 1, "e_above_lowest_kj_mol": 0.0, "multiplicity": 2, "homo_energy_ev": [-7.36, -10.06], "energy_ev": -168469.0837, "orbital_gap_ev": [5.83, 8.25], "symbols": ["Sr", "C", "C", "N", "N", "C", "N", "S", "C", "C", "C", "C", "C", "N", "H", "H", "H", "H", "H", "H", "H", "H", "H", "H", "C", "C", "S", "C", "C", "S", "C", "C", "S", "H", "H", "H", "H", "H", "H", "H", "H", "H", "H", "H", "H", "C", "C", "C", "O", "H", "H", "H", "H", "H", "H", "H", "C", "Si", "C", "C", "Ge", "Si", "C", "C", "C", "Si", "C", "C", "C", "H", "H", "H", "H", "H", "H", "H", "H", "H", "H", "H", "H", "H", "H", "H", "H", "H", "H", "H", "H", "H", "H", "H", "H", "H", "H", "H", "N", "C", "C", "C", "N", "C", "C", "H", "H", "H", "H", "H", "H"], "positions_angstrom": [[1.376125, -0.308773, 0.452719], [3.026100, -4.313120, 2.847951], [2.326719, -3.348297, 1.936543], [2.391617, -2.020776, 2.150952], [3.112618, -1.649679, 3.268576], [3.442452, -0.394840, 3.546081], [4.158634, -0.206041, 4.688248], [3.091575, 0.941557, 2.560852], [1.604331, -3.778951, 0.792783], [1.444409, -5.145828, 0.426804], [0.724195, -5.491095, -0.681058], [0.125524, -4.486487, -1.466455], [0.313314, -3.187972, -1.060663], [1.025465, -2.808703, 0.005081], [4.107170, -4.133331, 2.858862], [2.881629, -5.344087, 2.550003], [2.659206, -4.243997, 3.879077], [3.430012, -2.374668, 3.897744], [4.172531, -0.906198, 5.411504], [4.289025, 0.747760, 4.976036], [1.890374, -5.928948, 1.020233], [0.612951, -6.534477, -0.946349], [-0.462943, -4.713041, -2.343828], [-0.132657, -2.378047, -1.627658], [4.168535, 1.316685, -2.709467], [2.982364, 0.649706, -3.415044], [2.203286, -0.790523, -2.656024], [3.433789, -2.107040, -2.797990], [4.715892, -1.958096, -1.983613], [4.344923, -1.808222, -0.219039], [5.569295, -0.616280, 0.348021], [5.633627, 0.728645, -0.379198], [4.053787, 1.467682, -0.896039], [4.278054, 2.319405, -3.125737], [5.090761, 0.789462, -2.938806], [3.274772, 0.394016, -4.435543], [2.156102, 1.356710, -3.502844], [3.674773, -2.234781, -3.854826], [2.888162, -2.999735, -2.481578], [5.289778, -1.095632, -2.312115], [5.333236, -2.841325, -2.154208], [6.565175, -1.062940, 0.340726], [5.290822, -0.452570, 1.389000], [6.257967, 0.661447, -1.269054], [6.119091, 1.447300, 0.280992], [-2.504345, 0.588962, 3.021343], [-1.562295, -0.374364, 2.326816], [-0.329591, -0.568097, 3.185387], [-1.164551, 0.078991, 1.011557], [-2.774976, 0.189899, 4.000533], [-3.426749, 0.739757, 2.465056], [-2.022027, 1.555998, 3.169805], [-2.067132, -1.340475, 2.216939], [0.215037, 0.371899, 3.315033], [0.353611, -1.315414, 2.786388], [-0.625501, -0.908064, 4.179108], [-5.338222, 2.446673, -0.494945], [-3.556607, 2.631743, 0.071881], [-2.621028, 3.847536, -1.012483], [-3.604858, 3.423794, 1.773201], [-2.611262, 0.400659, -0.161438], [-2.064965, 0.332653, -2.522506], [-3.596793, 1.032080, -3.359206], [-1.794652, -1.365499, -3.292962], [-0.608049, 1.428547, -2.959113], [-4.136638, -1.439286, 0.194786], [-5.350451, -1.455208, -1.236022], [-5.118540, -1.304804, 1.789033], [-3.173185, -3.050988, 0.179752], [-5.827402, 3.423643, -0.525512], [-5.898240, 1.820434, 0.204205], [-5.426003, 2.000286, -1.485477], [-3.042746, 4.846189, -0.867467], [-2.672769, 3.618904, -2.076472], [-1.567348, 3.889985, -0.726949], [-4.040530, 4.418478, 1.637819], [-2.611397, 3.555246, 2.200948], [-4.225833, 2.886395, 2.488981], [-4.479640, 0.416430, -3.178217], [-3.412300, 1.025327, -4.437587], [-3.830674, 2.055515, -3.072195], [-2.221317, -2.189604, -2.720147], [-0.733858, -1.567411, -3.452352], [-2.273453, -1.366762, -4.275792], [-0.821950, 2.481179, -2.768251], [-0.362813, 1.304889, -4.018022], [0.267566, 1.156222, -2.370383], [-5.904990, -0.518035, -1.315986], [-6.077807, -2.256567, -1.082473], [-4.852887, -1.641507, -2.190027], [-5.645043, -0.351425, 1.869968], [-4.496523, -1.423975, 2.677176], [-5.870544, -2.098482, 1.802784], [-2.729362, -3.248562, -0.797520], [-3.854359, -3.877135, 0.403181], [-2.363854, -3.082315, 0.910784], [0.551584, 6.465194, 0.824330], [0.672439, 5.131474, 0.593956], [1.148881, 4.635489, -0.626138], [1.221448, 3.274542, -0.813354], [0.852818, 2.357274, 0.088557], [0.391970, 2.844937, 1.249470], [0.290031, 4.183515, 1.550849], [0.974402, 7.120740, 0.192377], [0.360330, 6.794503, 1.753263], [1.461226, 5.307176, -1.414989], [1.599431, 2.898990, -1.757433], [0.082839, 2.113388, 1.985189], [-0.082122, 4.492571, 2.519305]], "forces_ev_per_angstrom": [[0.297, 0.074, -0.174], [0.004, -0.012, 0.022], [-0.014, -0.025, -0.065], [0.027, 0.035, 0.025], [0.012, -0.009, 0.003], [0.007, 0.010, 0.002], [-0.005, -0.004, 0.003], [-0.011, 0.021, 0.056], [-0.016, 0.045, 0.033], [0.010, -0.014, -0.004], [-0.003, 0.016, -0.006], [0.014, -0.008, 0.009], [-0.004, 0.014, -0.006], [-0.035, -0.051, 0.139], [-0.001, 0.000, 0.004], [0.008, 0.001, -0.024], [0.000, 0.005, -0.002], [-0.012, -0.002, 0.006], [0.000, 0.000, 0.000], [0.004, 0.000, -0.002], [0.002, 0.003, 0.005], [0.000, 0.001, -0.003], [0.002, -0.003, 0.000], [-0.019, -0.004, -0.006], [-0.017, -0.012, -0.020], [0.016, 0.035, 0.033], [-0.062, -0.003, -0.012], [0.034, -0.011, 0.006], [-0.016, -0.004, -0.015], [-0.051, -0.077, -0.035], [-0.006, 0.025, 0.010], [0.005, -0.001, -0.013], [0.019, 0.019, -0.009], [-0.006, 0.002, 0.006], [0.003, 0.004, -0.001], [0.002, -0.008, 0.000], [0.003, -0.002, -0.008], [-0.005, 0.002, -0.001], [0.001, 0.001, 0.004], [-0.005, -0.006, 0.007], [0.005, 0.000, 0.003], [-0.003, -0.011, -0.003], [-0.003, -0.005, 0.007], [0.003, 0.001, -0.002], [-0.018, 0.008, 0.003], [-0.009, 0.029, 0.012], [0.009, 0.012, -0.009], [-0.005, -0.015, 0.064], [-0.161, -0.048, 0.009], [0.002, 0.001, 0.000], [-0.010, 0.020, -0.002], [0.003, 0.012, -0.010], [0.002, -0.030, -0.029], [-0.009, 0.003, -0.008], [-0.004, -0.101, -0.050], [-0.008, -0.010, -0.003], [-0.002, -0.018, -0.015], [0.002, -0.014, 0.019], [-0.005, 0.002, -0.002], [-0.005, -0.010, -0.024], [-0.005, 0.000, 0.007], [-0.016, -0.022, 0.023], [-0.019, -0.022, -0.008], [0.021, 0.003, 0.004], [-0.004, -0.004, -0.043], [0.012, 0.018, 0.010], [0.008, 0.019, -0.018], [0.003, -0.026, -0.005], [-0.016, -0.011, 0.001], [0.010, 0.009, 0.006], [0.001, 0.003, 0.004], [-0.014, 0.003, 0.010], [0.000, 0.002, -0.004], [-0.014, -0.006, 0.001], [-0.004, -0.008, 0.002], [0.001, -0.002, 0.007], [0.024, 0.003, 0.011], [0.005, -0.017, 0.007], [0.015, 0.023, -0.005], [0.004, 0.002, -0.001], [0.010, 0.012, 0.004], [-0.012, 0.014, -0.001], [0.001, -0.007, 0.008], [0.004, 0.001, -0.003], [0.011, -0.032, 0.001], [0.005, 0.010, 0.000], [0.010, -0.008, 0.014], [0.001, -0.005, -0.002], [0.005, -0.006, 0.006], [-0.002, -0.004, 0.008], [0.003, 0.004, -0.007], [-0.007, -0.001, -0.006], [-0.003, 0.004, 0.008], [-0.008, 0.010, 0.002], [0.004, -0.001, -0.002], [0.008, 0.010, 0.010], [-0.001, 0.004, -0.004], [-0.004, -0.011, 0.016], [0.012, -0.010, 0.002], [0.062, 0.012, -0.021], [-0.061, 0.147, 0.042], [0.010, 0.010, -0.029], [-0.014, 0.016, -0.004], [0.002, -0.002, -0.001], [0.001, -0.001, 0.002], [0.002, 0.003, 0.000], [0.003, -0.011, 0.016], [-0.010, -0.006, 0.010], [-0.007, 0.000, -0.002]], "lowdin_spin": [0.006, 0.026, 0.182, 0.213, 0.003, 0.041, 0.026, 0.013, 0.098, 0.058, 0.043, 0.106, 0.011, 0.131, 0.007, -0.001, 0.007, -0.001, 0.001, 0.001, 0.002, 0.000, 0.007, -0.002, 0.000, 0.000, 0.000, 0.000, 0.001, 0.007, 0.000, 0.000, 0.001, 0.000, 0.000, 0.000, 0.000, 0.000, 0.000, 0.000, 0.000, 0.000, 0.000, 0.000, 0.000, 0.000, 0.000, 0.004, 0.001, 0.000, 0.000, 0.000, 0.000, 0.000, 0.002, 0.000, 0.000, 0.000, 0.000, 0.000, 0.000, 0.000, 0.000, 0.000, 0.000, 0.000, 0.000, 0.000, 0.001, 0.000, 0.000, 0.000, 0.000, 0.000, 0.000, 0.000, 0.000, 0.000, 0.000, 0.000, 0.000, 0.000, 0.000, 0.000, 0.000, 0.000, 0.000, 0.000, 0.000, 0.000, 0.000, 0.000, 0.000, 0.001, 0.000, 0.000, 0.000, 0.000, 0.000, 0.000, 0.000, 0.000, 0.000, 0.000, 0.000, 0.000, 0.000, 0.000, 0.000]}